19
Properties=species:S:1:pos:R:3:nbo_charge:R:1 method="wB97M-V/def2-TZVPD" homo_energy_ev=-8.89 lumo_energy_ev=1.10 spin_multiplicity=1 orbital_gap_ev=9.98
C 1.364 0.063 1.879 -0.390
C 0.837 0.697 0.840 -0.196
C 1.094 0.276 -0.577 -0.487
C 0.319 0.856 -1.767 -0.612
H 1.246 0.429 2.889 0.202
H 1.897 -0.881 1.753 0.199
H 0.361 1.670 0.937 0.197
H 1.360 -0.780 -0.708 0.220
H 2.045 0.811 -0.515 0.247
H 1.051 1.102 -2.543 0.217
H -0.424 0.202 -2.242 0.203
H -0.194 1.784 -1.489 0.208
C -2.031 -0.459 0.135 -0.735
C -0.903 -1.453 0.257 0.437
O -0.416 -1.766 1.315 -0.526
H -1.811 0.471 0.672 0.245
H -2.293 -0.234 -0.902 0.217
H -2.890 -0.924 0.627 0.247
H -0.574 -1.952 -0.677 0.107